# 1
# C5H8N2

A cluster of 2 separate species, C5H8N2 in total in a non-equilibrium geometry (wB97M-V/def2-TZVPD, the Open Molecules 2025 dataset).

LUMO energy (spin up / spin down), Ha: 0.0168 / -0.0050
F_max, eV/Å: 5.92
HOMO (spin up / spin down), eV: -8.33 / -7.11
Orbital gap (spin up / spin down), eV: 8.782 / 6.978
Energy relative to the best compared isomer or geometry (same formula, charge and spin), eV: 7.841

Geometry (Å):
C1 0.12994 -0.20799 -1.36845
N1 -0.39336 -1.03092 -0.44558
C2 1.34728 0.08122 0.58571
H1 -0.84618 0.57631 1.08537
N2 -3.74548 0.10779 -0.09214
C3 -0.96492 -0.43512 0.71777
H2 0.05107 -1.92771 -0.29872
C4 -2.64629 -0.15282 0.14707
H3 -0.45269 0.68657 -1.55483
H4 -1.13292 -1.13211 1.52367
H5 2.77700 1.63126 0.76968
H6 1.52493 1.78909 -0.58978
H7 0.71732 -0.68314 -2.14469
C5 1.90233 1.23012 0.26943
H8 1.73197 -0.53255 1.39547

# 2
# C16H44F6N4NaO4P

A structure of composition C16H44F6N4NaO4P in a non-equilibrium geometry (wB97M-V/def2-TZVPD, the Open Molecules 2025 dataset).

LUMO energy, Ha: -0.0047
F_max, eV/Å: 1.85
HOMO, eV: -8.71
Orbital gap, eV: 8.582

Geometry (Å):
F1 -16.56740 -2.76806 -18.19403
H1 -15.97348 -8.47188 -16.47756
H2 -13.50838 -12.40502 -21.83983
C1 -14.75303 -9.96633 -17.48088
H3 -10.22861 -5.31458 -20.36881
H4 -8.04866 -4.57596 -20.78777
H5 -18.17517 -9.66431 -16.95785
H6 -15.66398 -9.54264 -12.22098
C2 -14.86275 -6.78556 -22.42042
H7 -12.93857 -5.72644 -20.57892
F2 -17.83724 -3.27502 -20.03806
H8 -12.50389 -9.44192 -15.93510
C3 -17.20022 -10.10978 -16.74853
H9 -14.60889 -10.72234 -16.70107
H10 -8.86004 -4.30190 -22.35657
F3 -15.61650 -4.83525 -18.20953
H11 -13.86791 -8.77535 -19.99485
N1 -13.45560 -6.20896 -15.85440
H12 -14.85733 -8.45295 -14.72095
H13 -15.13067 -8.36262 -11.01268
F4 -16.93114 -5.40962 -20.05277
C4 -14.92630 -8.76699 -12.00331
N2 -12.99456 -4.93807 -19.97027
C5 -16.06757 -9.21557 -17.26318
H14 -15.37150 -6.06995 -21.77764
H15 -12.88183 -7.87430 -20.93439
C6 -11.46092 -4.19204 -18.22601
H16 -13.83612 -4.39273 -20.03161
H17 -17.26484 -7.97896 -18.37824
H18 -10.99952 -5.12978 -17.88862
O1 -14.18242 -10.46776 -21.76334
H19 -11.12250 -4.59743 -21.70070
C7 -14.38610 -7.69300 -14.07651
O2 -15.12544 -7.66665 -12.87386
H20 -13.90043 -9.13950 -12.03598
F5 -15.57280 -3.63557 -20.16824
C8 -14.31798 -9.29636 -22.53037
H21 -13.36950 -9.08491 -23.04426
H22 -15.53805 -6.84717 -23.28059
H23 -13.36476 -8.03153 -13.84612
F6 -17.89173 -4.61572 -18.14812
N3 -13.82351 -7.92290 -20.55403
H24 -7.94212 -2.97400 -21.49817
H25 -12.75537 -11.28725 -23.00025
H26 -13.23053 -5.21834 -15.88824
C9 -8.58297 -3.84617 -21.40571
H27 -14.09982 -5.56558 -13.99440
C10 -13.69204 -11.57362 -22.51684
H28 -17.19328 -10.35202 -15.68580
C11 -12.45840 -9.38120 -17.03051
N4 -16.46324 -8.57751 -18.56821
C12 -10.73776 -4.39152 -20.69512
H29 -14.51631 -11.85571 -23.18022
H30 -13.88128 -6.46640 -22.77134
H31 -10.77759 -3.43447 -17.82960
H32 -16.79565 -9.35420 -19.13195
C13 -14.75928 -8.11627 -21.67287
H33 -11.66616 -8.66204 -17.21908
H34 -17.21880 -11.05019 -17.31282
C14 -15.80270 -5.87210 -15.16895
H35 -12.60571 -6.62038 -15.46107
O3 -13.74949 -8.95760 -17.43536
P1 -16.73950 -4.06743 -19.14772
Na1 -14.60258 -6.91249 -18.47240
C15 -14.42752 -6.32762 -14.71333
H36 -16.48890 -5.71018 -14.33189
H37 -12.39404 -4.12265 -17.66462
H38 -15.07348 -9.46717 -23.31040
O4 -9.73324 -3.39078 -20.71011
H39 -12.21525 -10.37627 -17.40239
H40 -16.26815 -6.62547 -15.80852
C16 -11.84425 -4.08452 -19.71469
H41 -15.85832 -4.91475 -15.68738
H42 -12.18494 -3.04773 -19.78340
H43 -15.76891 -8.34231 -21.32195
H44 -14.65520 -10.44887 -18.46029